(1)
A cluster of 2 separate species, C2H7O2P in total at a distorted geometry. Source: the OMol25 dataset; level of theory: ωB97M-V/def2-TZVPD.

```
12
Properties=species:S:1:pos:R:3:forces:R:3:mulliken_charge:R:1
C 1.10809 -1.12598 0.51899 2.701 -0.886 -5.863 -0.877
C -2.69858 0.83803 -0.70299 -2.817 -1.397 -1.670 -0.060
O 1.14497 1.51596 0.66344 3.184 -0.256 -0.073 -0.468
O -1.86692 1.07308 0.10248 0.819 0.691 0.317 -0.358
P 1.29868 0.41904 -0.54185 -2.029 -0.841 0.255 0.143
H 1.74970 -1.02434 1.28249 2.348 0.266 2.942 0.334
H 0.16836 -1.25020 0.85508 -3.341 -0.619 0.775 0.280
H 1.52201 -2.00895 -0.16760 -1.222 1.545 1.526 0.262
H -3.35914 -0.13353 -0.60151 0.997 1.349 -0.198 0.187
H -3.03482 1.47638 -1.64057 1.038 -0.623 1.610 0.203
H 0.31651 1.82924 0.89364 -2.716 0.730 0.158 0.356
H 2.66802 0.39812 -0.60033 1.037 0.041 0.221 -0.001
```
Positions in Å, forces in eV/Å.

As for the multiplicity: 1. For the HOMO-LUMO gap, the calculation gives 0.3353 hartree. Its energy above the lowest of the compared OMol25 structures with the same formula, charge and spin is 212.4 kJ/mol. The SMILES is C=O.CPO.


(2)
The molecule C5H10O2 at a distorted geometry. Source: the OMol25 dataset; level of theory: ωB97M-V/def2-TZVPD.

```
17
Properties=species:S:1:pos:R:3:forces:R:3:mulliken_charge:R:1
C 0.42398 -0.98557 -1.70643 0.313 -0.113 0.241 -1.064
C -0.36953 -0.68823 -0.68035 0.420 0.218 -0.292 0.289
O -1.71803 -0.88163 -0.86927 0.009 0.198 -0.190 -0.526
C -0.05836 0.03340 0.61154 0.264 0.129 -0.197 1.717
C 1.42569 -0.02994 0.92511 0.086 0.027 0.012 -1.765
C -0.53953 1.48576 0.47147 -0.009 0.077 0.024 -1.478
O -0.73182 -0.59917 1.69380 -0.215 -0.196 -0.137 -0.594
H -1.70705 -0.70532 -1.81911 -1.209 -0.390 0.063 0.307
H 0.01428 -1.54759 -2.54708 0.110 0.282 0.074 0.314
H 1.46136 -0.70698 -1.74845 0.183 -0.165 0.145 0.211
H 1.75361 -1.07128 0.98555 -0.034 0.153 0.006 0.407
H 1.61609 0.45829 1.88408 -0.029 -0.048 -0.098 0.416
H 2.00303 0.48329 0.14990 -0.051 -0.057 0.148 0.349
H -0.35971 2.01597 1.41080 -0.019 -0.066 -0.091 0.365
H -1.61219 1.51771 0.25275 0.167 -0.041 0.049 0.351
H -0.00728 2.00174 -0.33642 -0.063 -0.111 0.140 0.327
H -1.61291 -0.85478 1.38633 0.076 0.102 0.102 0.373
```
Positions in Å, forces in eV/Å.

As for the multiplicity: 1. For the HOMO-LUMO gap, the calculation gives 0.3705 hartree. Its energy above the lowest of the compared OMol25 structures with the same formula, charge and spin is 165.2 kJ/mol. The SMILES is C=C(O)C(C)(C)O.


(3)
The ion C19H25BrFN2O with charge +1 at a distorted geometry. Source: the OMol25 dataset; level of theory: ωB97M-V/def2-TZVPD.

```
49
Properties=species:S:1:pos:R:3:forces:R:3:mulliken_charge:R:1
C 2.24285 -4.95643 0.04485 -0.957 0.008 0.518 -0.995
C 0.86403 -4.76707 0.75587 0.405 0.958 0.125 -0.520
C -0.19990 -3.98735 -0.11235 0.354 -2.294 1.134 -0.676
N -0.91860 -3.04540 0.77163 0.172 0.545 -2.211 -0.232
C -0.97223 -1.73931 0.38147 -1.326 1.373 0.716 0.426
C 0.00276 -1.04789 -0.42540 -0.007 -0.522 0.046 -0.399
C -0.08997 0.28390 -0.75593 -0.129 0.132 -0.104 0.168
C 1.02580 0.92032 -1.62373 -0.624 -1.056 0.769 -0.585
C 2.40152 0.39475 -1.10152 0.676 0.640 -0.990 -1.078
C 3.57689 1.41265 -1.19496 0.968 -0.057 0.890 0.518
C 3.23890 2.84567 -0.70491 0.461 -0.403 -0.130 -1.331
C 4.69170 0.87398 -0.22305 -1.183 -0.211 0.125 -1.439
C -1.21893 1.04849 -0.24937 0.074 -0.113 -0.045 0.162
C -1.37629 2.40657 -0.49606 0.241 -0.388 0.094 -0.583
N -2.40859 3.08587 0.01960 0.195 -0.275 -0.046 0.000
C -3.37973 2.50915 0.81919 -0.940 0.036 0.495 0.550
C -4.46904 3.44662 1.36261 0.897 -0.074 -1.439 -0.919
C -5.90590 2.96900 1.11868 -1.406 0.168 1.923 0.439
O -6.71777 3.03714 1.99139 0.703 -0.017 -1.095 -0.427
F -6.28034 2.49501 -0.09500 1.172 0.434 0.447 -0.251
C -3.31819 1.17706 1.10537 0.808 -0.213 -0.459 -0.229
Br -4.62612 0.33379 2.22072 0.614 0.549 -0.510 -0.090
C -2.20719 0.37656 0.57083 -0.427 -0.039 0.435 0.991
C -2.07948 -0.97054 0.86529 0.485 -0.193 -0.209 -0.973
H 2.24023 -5.93261 -0.46343 0.364 0.526 -0.058 0.290
H 2.36568 -4.11587 -0.66422 0.237 -0.583 0.184 0.252
H 3.04602 -4.91058 0.80097 -0.263 -0.193 -0.526 0.316
H 1.02006 -4.13837 1.65632 -0.020 -0.284 -0.466 0.302
H 0.44231 -5.71130 1.14848 0.230 0.367 -0.422 0.415
H -0.90879 -4.76914 -0.45423 0.092 0.713 -0.035 0.315
H 0.23571 -3.55079 -1.01962 -0.169 0.215 0.530 0.435
H -1.82499 -3.40600 1.04454 0.190 0.147 0.289 0.277
H 0.85913 -1.62240 -0.79379 -0.346 0.333 0.183 0.434
H 0.92882 2.01349 -1.61568 0.323 -0.449 0.025 0.148
H 0.86474 0.57094 -2.66240 0.099 0.326 0.438 0.319
H 2.36587 0.04731 -0.05238 -0.317 0.260 -0.479 0.504
H 2.68880 -0.46967 -1.73434 -0.155 0.257 0.523 0.343
H 4.05819 1.44416 -2.19218 -0.685 0.052 0.225 0.302
H 2.91433 2.79177 0.35346 -0.113 0.159 -0.534 0.281
H 4.17982 3.42699 -0.71418 -0.522 -0.125 -0.024 0.447
H 2.50875 3.37654 -1.33824 0.218 -0.181 0.356 0.321
H 4.99400 -0.15341 -0.49772 0.189 0.593 -0.023 0.332
H 4.19066 0.77272 0.76473 0.530 0.165 -0.315 0.360
H 5.53775 1.56805 -0.11924 -0.181 -0.425 -0.199 0.409
H -0.65088 2.97055 -1.08863 -0.471 -0.123 0.259 0.448
H -2.45607 4.08043 -0.16964 -0.137 -0.173 0.078 0.307
H -4.28793 3.64435 2.43238 -0.528 -0.309 -0.417 0.303
H -4.34788 4.41954 0.84082 -0.233 -0.407 0.259 0.330
H -2.84050 -1.44928 1.49302 0.438 0.152 -0.329 0.283
```
Positions in Å, forces in eV/Å.

Its net charge is +1. As for the multiplicity: 1. For the HOMO-LUMO gap, the calculation gives 0.2803 hartree. The SMILES is CCCNc1cc(CCC(C)C)c2c[nH+]c(CC(=O)F)c(Br)c2c1.


(4)
A structure of composition C4H8O. Source: the OMol25 dataset; level of theory: ωB97M-V/def2-TZVPD.

```
13
Properties=species:S:1:pos:R:3:forces:R:3:mulliken_charge:R:1
C 1.45769 -0.17882 0.29789 0.074 0.029 -0.274 -1.186
C 0.31593 0.23191 -0.70943 0.458 -0.258 -0.007 0.146
C -0.98209 -0.57911 -0.49676 0.109 -0.144 0.152 -0.442
C -1.14365 0.50209 0.57742 -0.408 -0.044 0.274 -0.394
O -0.38831 1.40977 -0.24939 0.359 0.120 0.451 -0.474
H 2.19648 0.62314 0.38352 -0.019 -0.075 -0.359 0.326
H 1.18767 -0.39157 1.35036 -0.337 0.132 -0.725 0.266
H 1.95372 -1.09554 -0.03009 0.064 0.165 -0.285 0.355
H 0.70265 0.38416 -1.72808 0.009 -0.161 0.370 0.399
H -1.73995 -0.44500 -1.28137 0.501 0.009 0.062 0.249
H -0.87963 -1.63553 -0.23842 -0.091 0.133 0.194 0.257
H -0.48921 0.23923 1.40424 -0.660 0.077 0.502 0.176
H -2.09759 0.87842 0.94523 -0.059 0.017 -0.355 0.321
```
Positions in Å, forces in eV/Å.

As for the multiplicity: 1. For the HOMO-LUMO gap, the calculation gives 0.3955 hartree. Its energy above the lowest of the compared OMol25 structures with the same formula, charge and spin is 163.1 kJ/mol.


(5)
A structure of composition C22H26N2O7S2 at a distorted geometry. Source: the OMol25 dataset; level of theory: ωB97M-V/def2-TZVPD.

```
59
Properties=species:S:1:pos:R:3:forces:R:3:mulliken_charge:R:1
C -0.37820 -1.19494 3.93532 5.293 1.263 -8.582 -1.059
H 0.64167 -1.57957 3.38970 -2.371 0.892 1.605 0.215
H -0.94385 -1.93870 4.02716 -4.468 -6.300 1.520 0.582
H -0.14771 -0.67657 4.73370 0.586 3.309 3.579 0.294
O -1.02529 -0.44757 2.81470 4.546 4.711 5.750 -0.366
C -1.85132 -0.87410 2.03532 -3.276 -2.969 -4.752 0.542
O -2.10172 -2.09618 2.01357 -0.994 1.706 -0.892 -0.750
C -2.37780 0.27313 0.98811 -2.259 -4.042 3.430 0.616
C -1.78671 1.45718 0.66063 9.338 -7.149 8.745 0.097
N -0.39767 1.74922 1.03948 -1.873 3.283 -1.102 0.142
C 0.07844 3.07311 0.48925 0.213 -6.104 -1.289 0.323
O -0.59183 3.77894 -0.29029 2.424 -0.926 2.912 -0.646
C 1.66586 2.78582 0.57331 -4.000 16.648 6.697 -0.464
H 1.91371 3.10026 1.78950 -0.607 -0.879 -2.884 0.264
H 2.01384 3.84143 0.04794 0.016 -2.348 0.660 0.055
O 2.18706 1.77931 0.23905 4.958 -11.222 -5.512 0.096
C 3.20552 0.99860 0.91106 -1.530 8.648 4.946 0.727
O 3.53022 1.49998 2.00004 0.005 -2.770 -3.218 -0.653
C 3.79802 0.02541 0.08126 -2.070 -4.047 2.860 -0.630
N 2.65338 -0.66105 -0.56710 -0.204 -0.267 -3.839 -0.222
S 1.40700 -1.32907 0.20120 1.120 4.563 9.415 1.425
O 1.71453 -2.54302 0.85259 0.428 -1.955 -1.041 -0.708
O 1.21551 -0.26240 1.41841 0.689 -3.513 -3.715 -0.696
C -0.04171 -1.31603 -0.59564 -0.433 0.244 -3.525 1.160
C -0.75227 -2.34098 -1.03122 11.633 -8.227 12.319 -0.007
C -1.82812 -2.50541 -1.55385 -9.940 -6.903 -2.960 -0.619
C -2.27116 -1.59144 -2.27008 -3.802 13.543 -7.622 -0.277
C -1.46017 -0.10258 -2.27717 -0.869 -7.781 2.459 -1.096
C -0.42047 -0.27452 -1.37192 1.122 7.809 -2.849 -0.377
H 0.29698 0.61711 -1.36707 -1.118 -0.735 0.364 -0.333
H -1.77875 0.72153 -2.85492 0.069 0.646 -0.362 0.582
H -3.21945 -1.44348 -2.98043 1.984 -1.231 1.936 0.332
H -2.49665 -3.37344 -1.53741 0.926 -0.387 0.370 0.288
H -0.45619 -3.48826 -0.22842 -0.391 3.282 -2.571 0.098
H 2.28259 -0.11795 -1.35518 0.338 -0.238 0.174 0.363
H 3.98332 -0.60633 0.96301 0.973 -0.881 -0.561 0.502
C 5.00339 0.25892 -0.81764 2.504 -0.217 13.502 1.277
C 5.65515 -1.02244 -0.81398 -2.815 5.507 -18.172 -1.713
H 5.93874 -1.58363 -0.19904 3.187 -7.440 10.520 0.635
H 4.85405 -1.50904 -1.58109 2.114 -0.553 1.469 0.276
H 6.62084 -0.89783 -1.51296 -1.841 -0.382 1.155 0.248
C 4.55122 1.21305 -1.61562 6.497 -4.603 -14.548 -1.742
H 4.02341 1.97990 -1.54226 -4.736 6.255 1.907 0.696
H 4.08557 0.44791 -2.58292 0.340 2.339 2.080 0.256
H 5.52290 1.52968 -2.36898 -2.414 -0.247 1.909 0.216
H 5.79004 0.72781 0.03219 -2.012 0.092 -1.465 0.184
H 0.21957 0.97574 1.55393 -1.326 1.739 -1.489 0.261
S -2.55016 2.26757 -0.27685 -7.240 9.031 -9.317 -0.484
C -3.90422 1.31504 -0.39388 -1.886 -4.406 3.062 0.117
C -3.75182 0.21423 0.52875 6.399 4.257 -2.327 0.004
C -4.70527 -0.80017 0.44929 2.029 -4.146 4.372 -0.267
H -5.21697 -0.78281 1.41178 0.010 -0.936 0.377 0.331
H -4.18294 -1.80185 0.23581 -0.941 1.174 0.894 0.084
C -5.58617 -0.43572 -0.54131 -4.882 3.484 -4.724 -0.519
H -5.34853 -1.00838 -1.42180 -0.985 -0.542 -0.561 0.221
H -6.66220 -0.36437 -0.17276 1.147 -1.036 -1.157 0.392
C -5.30581 1.06382 -0.97841 -0.263 3.194 3.409 -0.956
H -6.06057 1.81471 -0.36390 1.537 -1.761 -1.627 0.187
H -5.25086 1.46045 -1.95193 -0.880 -0.478 -1.731 0.497
```
Positions in Å, forces in eV/Å.

As for the multiplicity: 1. For the HOMO-LUMO gap, the calculation gives 0.2455 hartree. Its energy above the lowest of the compared OMol25 structures with the same formula, charge and spin is 2211.3 kJ/mol.


| no. | total energy (a.u.) |
| --- | --- |
| 1 | -572.1716 |
| 2 | -346.9625 |
| 3 | -3597.4082 |
| 4 | -232.3835 |
| 5 | -2285.6441 |